Below is 11 unconnected molecules or ions with the total composition C47H98N5O13, with properties calculated with the ωB97M-V functional and the def2-TZVPD basis.

Calculated total energy: -3101.349963 Ha
Highest occupied orbital energy: -4.32 eV
Frontier orbital gap: 5.606 eV
F_max: 3.17 eV/Å
LUMO level: 1.3 eV

ORCA input file:
```
! RIJCOSX wB97M-V def2-TZVPD def2/J DEFGRID3
* xyz -1 1
C 2.33 -5.78 -4.45
C 2.03 -4.21 -4.22
C 1.63 -3.53 -5.53
N 1.13 -2.10 -5.35
C 2.09 -1.26 -4.47
C -0.18 -1.95 -4.67
C -0.77 -0.59 -5.11
C -0.26 -0.41 -6.57
C 0.98 -1.37 -6.72
H 2.88 -6.10 -5.34
H 1.34 -6.23 -4.34
H 2.94 -6.20 -3.65
H 2.89 -3.76 -3.71
H 1.21 -4.19 -3.50
H 0.79 -4.02 -6.01
H 2.40 -3.47 -6.30
H 3.11 -1.26 -4.85
H 2.07 -1.72 -3.48
H 1.61 -0.28 -4.38
H -0.11 -2.10 -3.59
H -0.83 -2.66 -5.19
H -0.46 0.23 -4.46
H -1.85 -0.52 -5.01
H 0.01 0.56 -7.00
H -1.07 -0.78 -7.19
H 1.88 -0.78 -6.90
H 0.63 -2.09 -7.47
C -6.81 -4.34 1.59
C -5.80 -3.19 1.94
C -6.22 -1.82 1.34
N -5.36 -0.65 1.78
C -3.87 -0.91 1.29
C -5.29 -0.38 3.24
C -4.73 0.98 3.44
C -5.28 1.79 2.26
C -5.67 0.76 1.23
H -6.88 -4.51 0.52
H -7.79 -4.09 2.00
H -6.38 -5.30 1.89
H -4.87 -3.62 1.57
H -5.60 -3.02 3.00
H -7.24 -1.56 1.59
H -6.11 -1.88 0.25
H -3.25 -0.04 1.50
H -3.81 -1.21 0.24
H -3.43 -1.67 1.93
H -4.64 -1.15 3.65
H -6.33 -0.44 3.57
H -3.64 1.06 3.50
H -5.05 1.36 4.40
H -4.66 2.60 1.87
H -6.21 2.25 2.59
H -5.01 0.89 0.38
H -6.71 0.79 0.92
C 2.82 2.79 6.61
C 1.72 1.98 5.91
C 1.38 0.67 6.69
N 0.24 -0.23 6.13
C 0.71 -0.76 4.73
C -1.12 0.53 6.15
C -2.15 -0.60 6.26
C -1.49 -1.48 7.36
C -0.01 -1.36 7.17
H 2.53 3.33 7.51
H 3.33 3.54 6.00
H 3.57 2.09 6.98
H 1.93 1.77 4.86
H 0.79 2.56 5.89
H 1.25 0.89 7.75
H 2.24 0.04 6.87
H 0.85 0.08 4.04
H -0.09 -1.43 4.43
H 1.61 -1.37 4.79
H -1.12 1.13 5.24
H -1.01 1.22 6.99
H -2.21 -1.20 5.35
H -3.18 -0.38 6.53
H -1.73 -2.54 7.27
H -1.80 -1.09 8.33
H 0.47 -2.22 6.70
H 0.55 -1.09 8.07
C 0.65 4.00 -0.23
C 1.59 3.73 -1.45
C 3.00 3.47 -0.94
N 4.07 3.62 -1.98
C 3.75 2.64 -3.13
C 5.46 3.28 -1.44
C 6.54 3.95 -2.36
C 5.72 4.85 -3.21
C 4.37 4.98 -2.52
H -0.33 4.43 -0.45
H 1.18 4.69 0.42
H 0.50 3.10 0.37
H 1.61 4.66 -2.02
H 1.22 2.97 -2.13
H 3.10 2.53 -0.41
H 3.33 4.23 -0.23
H 4.63 2.49 -3.76
H 2.94 2.96 -3.78
H 3.44 1.65 -2.78
H 5.51 2.19 -1.36
H 5.68 3.70 -0.46
H 6.95 3.26 -3.10
H 7.32 4.50 -1.82
H 5.65 4.62 -4.27
H 6.22 5.81 -3.16
H 3.50 5.30 -3.10
H 4.32 5.65 -1.67
C -1.30 0.52 -1.37
C 0.14 0.03 -1.41
O 0.89 0.50 -2.25
N 0.72 -0.96 -0.39
H 0.27 -1.86 -0.43
H 1.64 -1.21 -0.73
C 0.81 -0.33 1.06
H -1.54 1.36 -0.71
H -1.88 -0.31 -0.97
H -1.61 0.73 -2.39
H 1.50 -0.83 1.74
H -0.21 -0.28 1.43
H 1.15 0.71 1.07
C 5.26 -1.27 -1.89
C 4.19 -1.10 -0.78
O 4.19 0.01 -0.16
O 3.30 -1.99 -0.65
H 5.09 -0.47 -2.62
H 5.17 -2.26 -2.32
H 6.25 -1.12 -1.46
C 0.53 -5.16 -1.09
C -0.80 -4.52 -1.40
O -1.71 -5.29 -1.55
O -0.85 -3.26 -1.41
H 0.33 -5.84 -0.26
H 1.36 -4.57 -0.71
H 1.01 -5.81 -1.82
C -1.36 4.20 2.72
C -1.02 2.78 2.55
O -0.07 2.25 3.16
O -1.73 2.10 1.82
H -2.03 4.38 3.56
H -1.91 4.57 1.86
H -0.51 4.86 2.89
C -0.98 3.53 -4.19
C 0.19 3.94 -5.08
O 0.43 5.11 -5.31
O 0.91 3.03 -5.60
H -1.08 4.08 -3.25
H -0.83 2.48 -3.91
H -1.90 3.57 -4.76
C -4.92 1.15 -2.71
C -4.72 -0.33 -2.63
O -3.67 -0.72 -3.16
O -5.48 -1.02 -1.90
H -4.01 1.70 -2.95
H -5.36 1.59 -1.81
H -5.67 1.29 -3.49
C 2.48 -3.43 2.58
C 2.70 -4.28 3.87
O 2.11 -5.36 4.03
O 3.48 -3.76 4.73
H 2.92 -3.75 1.63
H 2.96 -2.46 2.69
H 1.41 -3.26 2.50
*
```